# 1
Below is a cluster of 2 separate species, C22H39BF3N2O5S in total at a distorted geometry, with properties calculated with ωB97M-V with the def2-TZVPD basis set.

As for the net charge: +1. Its HOMO-LUMO gap is 8.33 eV. As for the spin multiplicity: 1. The value obtained for the LUMO energy is -3.28 eV.

Last column: Löwdin charge in e.
Cartesian coordinates (Å):
C: 4.89 -2.40 0.86  -0.1073
O: 5.28 -2.66 -0.47  -0.1695
C: 4.32 -2.38 -1.47  -0.2285
C: 4.67 -1.13 -2.31  -0.1442
C: 3.46 -0.23 -2.59  -0.1942
C: 3.49 1.16 -1.93  -0.1857
C: 3.94 1.19 -0.46  -0.1734
C: 2.82 1.65 0.51  -0.1850
C: 2.28 0.47 1.32  -0.1802
C: 0.87 0.75 1.88  -0.1187
C: -0.21 0.15 1.03  -0.0885
C: -0.04 0.06 -0.35  0.0814
C: -1.00 -0.52 -1.17  -0.1420
C: -0.72 -0.59 -2.65  -0.0064
C: -0.12 -1.92 -3.10  -0.5130
O: 0.34 -2.03 -4.17  0.1847
O: -0.17 -2.92 -2.18  0.0937
N: -2.14 -1.01 -0.63  0.0608
C: -3.13 -1.66 -1.51  -0.0501
C: -4.02 -0.66 -2.28  -0.0117
C: -5.36 -0.32 -1.65  -0.6275
F: -6.24 -0.02 -2.61  0.1460
F: -5.27 0.76 -0.87  0.1545
F: -5.88 -1.34 -0.96  0.1485
C: -2.36 -0.93 0.71  0.0192
B: -3.66 -1.49 1.45  -0.4797
C: -3.57 -2.91 2.13  0.0155
O: -4.79 -0.74 1.54  0.1693
C: -1.41 -0.34 1.55  -0.1743
N: -1.71 -0.30 2.92  0.1505
H: 5.27 -3.21 1.48  0.0882
H: 3.81 -2.38 0.99  0.0725
H: 5.36 -1.49 1.23  0.0835
H: 4.33 -3.23 -2.15  0.1216
H: 3.30 -2.31 -1.07  0.0942
H: 5.44 -0.59 -1.77  0.1134
H: 5.09 -1.48 -3.25  0.1093
H: 3.40 -0.06 -3.66  0.1103
H: 2.52 -0.72 -2.32  0.0752
H: 4.10 1.82 -2.52  0.1122
H: 2.48 1.56 -2.00  0.0900
H: 4.30 0.23 -0.10  0.0816
H: 4.77 1.88 -0.37  0.1123
H: 3.18 2.43 1.18  0.1164
H: 2.01 2.09 -0.06  0.0954
H: 2.97 0.23 2.13  0.1186
H: 2.27 -0.40 0.67  0.0921
H: 0.84 0.33 2.88  0.1134
H: 0.71 1.83 1.90  0.0903
H: 0.86 0.45 -0.80  0.1065
H: -1.60 -0.36 -3.24  0.1202
H: 0.00 0.18 -2.89  0.1375
H: 0.74 -3.09 -1.89  0.1287
H: -2.59 -2.20 -2.28  0.1207
H: -3.71 -2.41 -0.99  0.1420
H: -3.48 0.23 -2.55  0.1312
H: -4.27 -1.17 -3.21  0.1444
H: -4.22 -3.65 1.66  0.0774
H: -3.87 -2.77 3.17  0.0808
H: -2.54 -3.27 2.17  0.0702
H: -5.56 -1.32 1.49  0.1235
H: -2.56 0.25 3.09  0.1116
H: -0.97 0.12 3.46  0.0837
C: -2.73 4.83 1.91  -0.2618
S: -0.95 4.66 2.01  0.8450
O: -0.61 3.36 1.35  -0.5704
C: -0.87 4.38 3.78  -0.2622
H: -3.00 4.97 0.87  0.0539
H: -3.21 3.93 2.30  0.0561
H: -3.04 5.70 2.48  0.0602
H: -1.47 3.51 4.04  0.0532
H: -1.24 5.27 4.30  0.0599
H: 0.17 4.21 4.04  0.0533

---

# 2
Below is a cluster of 2 separate species, C22H39BFN3O8S in total at a distorted geometry, with properties calculated with ωB97M-V with the def2-TZVPD basis set.

Its HOMO-LUMO gap is 8.21 eV. The SMILES is C[C@H](O)CNCCO[C@@]1(B(O)O)CO[C@H](S(=O)(=O)F)[C@@]1(CCN)CCCc1ccccc1.CC(N)=O. As for the spin multiplicity: 1. The value obtained for the LUMO energy is -0.18 eV.

Last column: Löwdin charge in e.
Cartesian coordinates (Å):
C: 5.71 -2.39 -0.33  -0.0620
C: 6.58 -1.05 -0.61  -0.3860
O: 7.89 -1.20 -0.02  -0.0832
C: 5.83 0.30 -0.12  -0.2011
N: 4.66 0.65 -1.02  -0.0773
C: 3.57 1.06 -0.09  -0.1944
C: 2.40 1.87 -0.90  -0.1543
O: 1.14 1.18 -0.95  -0.1172
C: 0.07 1.82 -0.24  -0.2497
B: 0.44 1.88 1.37  -0.4420
O: 0.78 0.74 2.16  0.1202
O: 0.47 3.19 2.05  0.0658
C: -0.30 3.24 -0.96  -0.0821
O: -0.90 2.76 -2.20  -0.1522
C: -1.26 1.34 -2.18  -0.2279
S: -2.78 1.26 -3.24  0.8620
O: -3.68 0.09 -2.99  -0.3084
O: -2.27 1.12 -4.66  -0.3301
F: -3.66 2.72 -3.26  -0.2209
C: -1.38 1.12 -0.56  -0.2257
C: -2.62 2.02 -0.01  -0.0767
C: -3.87 1.20 0.57  -0.2339
N: -4.98 1.02 -0.44  -0.0112
C: -1.22 -0.38 -0.02  -0.1075
C: -2.22 -1.46 -0.65  -0.1743
C: -1.67 -2.15 -2.01  -0.1562
C: -0.69 -3.39 -1.69  -0.1675
C: 0.69 -3.38 -2.41  -0.0355
C: 1.75 -4.49 -2.16  -0.0808
C: 1.44 -5.63 -1.17  -0.0917
C: 0.05 -5.67 -0.48  -0.0738
C: -1.01 -4.56 -0.74  -0.0339
H: 6.34 -3.28 -0.04  0.0841
H: 5.14 -2.62 -1.31  0.0751
H: 4.89 -2.18 0.45  0.0804
H: 6.69 -0.95 -1.76  0.1506
H: 7.76 -1.22 0.96  0.0998
H: 6.63 1.13 -0.09  0.1299
H: 5.43 0.20 0.96  0.1134
H: 4.36 -0.26 -1.41  0.0989
H: 4.00 1.85 0.64  0.1260
H: 3.09 0.19 0.48  0.1300
H: 2.39 2.95 -0.56  0.1232
H: 2.80 1.89 -1.99  0.1448
H: 1.26 1.08 2.95  0.1231
H: 1.41 3.49 1.91  0.1124
H: 0.60 3.84 -1.38  0.1429
H: -0.83 4.03 -0.34  0.1397
H: -0.56 0.62 -2.74  0.1606
H: -2.29 2.74 0.84  0.1339
H: -3.05 2.72 -0.82  0.1271
H: -3.62 0.23 1.11  0.1116
H: -4.34 1.88 1.38  0.0778
H: -4.82 1.59 -1.27  0.0279
H: -5.12 0.03 -0.66  0.0484
H: -1.47 -0.34 1.11  0.1268
H: -0.17 -0.81 -0.09  0.1359
H: -2.26 -2.33 0.12  0.1056
H: -3.30 -1.12 -0.77  0.0819
H: -2.61 -2.59 -2.53  0.1269
H: -1.18 -1.42 -2.73  0.0898
H: 0.94 -2.54 -3.15  0.0927
H: 2.73 -4.39 -2.74  0.0811
H: 2.24 -6.42 -0.97  0.0851
H: -0.15 -6.54 0.23  0.0844
H: -2.03 -4.62 -0.21  0.0942
C: -4.77 1.00 5.11  -0.0029
C: -4.47 2.27 4.37  -0.5772
N: -3.93 3.28 5.11  0.1545
O: -4.70 2.42 3.18  0.0146
H: -4.20 0.19 4.66  0.0876
H: -5.84 0.79 5.04  0.0908
H: -4.50 1.07 6.17  0.0710
H: -3.73 3.21 6.09  0.0958
H: -3.72 4.15 4.64  0.1096

---

# 3
Below is a structure of composition C22H39BiOSi2 at a distorted geometry, with properties calculated with ωB97M-V with the def2-TZVPD basis set.

As for the net charge: -2. Its HOMO-LUMO gap (spin up / spin down) is 2.75 / 2.75 eV. As for the spin multiplicity: 1. The value obtained for the LUMO energy (spin up / spin down) is 4.93 / 4.93 eV.

Last column: Löwdin charge in e.
Cartesian coordinates (Å):
Bi: 0.63 0.08 -0.35  1.6159
C: -0.30 -1.35 2.31  -0.2478
C: 0.30 -0.03 2.30  -0.3582
C: -0.77 0.92 2.17  -0.2539
H: 1.30 0.20 2.66  0.0573
C: -1.99 0.19 2.13  -0.2145
C: -1.68 -1.20 2.18  -0.2058
H: -2.43 -2.00 2.21  0.0721
H: 0.25 -2.29 2.53  0.0720
H: -0.68 2.00 2.27  0.0669
H: -2.99 0.61 2.14  0.0564
C: 0.15 -2.15 -2.39  -0.2960
C: -0.80 -2.47 -1.37  -0.3038
C: -1.87 -1.56 -1.47  -0.2430
H: -0.78 -3.37 -0.77  0.0643
C: -1.59 -0.62 -2.49  -0.2486
C: -0.32 -0.97 -3.08  -0.2496
H: 0.12 -0.52 -3.98  0.0597
H: 1.02 -2.73 -2.68  0.0556
H: -2.78 -1.57 -0.88  0.0656
H: -2.28 0.10 -2.92  0.0483
O: -0.96 1.81 -1.05  -0.4071
C: -2.24 2.48 -1.38  -0.5301
C: -1.42 3.76 -1.20  -0.1545
C: -3.31 2.09 -0.38  -0.0224
C: -2.80 2.53 -2.83  -0.0602
C: -0.10 3.03 -1.45  -0.1693
H: -1.53 3.92 -0.13  0.1084
H: -1.50 4.60 -1.86  0.0896
H: 0.27 2.83 -2.47  0.0881
H: 0.68 3.47 -0.79  0.0755
H: -3.95 2.97 -0.13  0.0811
H: -2.92 1.67 0.56  0.0402
H: -3.99 1.35 -0.82  0.0769
H: -3.30 3.53 -2.97  0.0801
H: -3.56 1.76 -2.96  0.0559
H: -1.99 2.45 -3.55  0.0779
C: 3.92 -0.63 -2.78  -0.1813
Si: 3.90 0.70 -1.48  0.2746
C: 5.64 1.28 -1.17  -0.2052
C: 3.01 2.17 -2.20  -0.2377
C: 3.04 0.08 0.03  -0.6289
Si: 3.73 -1.52 0.73  0.3377
C: 5.57 -1.78 0.39  -0.2234
C: 3.57 -1.62 2.60  -0.1970
C: 2.87 -3.01 -0.02  -0.2000
H: 4.51 -0.25 -3.62  0.0192
H: 2.92 -0.87 -3.16  0.0229
H: 4.38 -1.56 -2.45  0.0084
H: 6.01 1.82 -2.05  0.0114
H: 5.70 1.98 -0.33  0.0256
H: 6.35 0.47 -0.97  -0.0003
H: 2.11 1.89 -2.76  0.0048
H: 2.75 2.91 -1.43  0.0180
H: 3.69 2.66 -2.91  0.0116
H: 3.09 0.84 0.82  -0.0258
H: 6.19 -0.95 0.77  0.0142
H: 5.90 -2.69 0.90  0.0099
H: 5.81 -1.91 -0.68  0.0102
H: 2.55 -1.86 2.92  0.0074
H: 4.23 -2.42 2.98  0.0143
H: 3.88 -0.68 3.06  0.0239
H: 1.80 -3.04 0.24  0.0133
H: 2.97 -3.04 -1.11  0.0127
H: 3.36 -3.91 0.39  0.0166

---

# 4
Below is a cluster of 7 separate species, C22H39FO21 in total at a distorted geometry, with properties calculated with ωB97M-V with the def2-TZVPD basis set.

As for the net charge: +1. Its HOMO-LUMO gap (spin up / spin down) is 7.95 / 1.87 eV. As for the spin multiplicity: 2. The value obtained for the LUMO energy (spin up / spin down) is -3.90 / -9.99 eV.

Last column: Löwdin charge in e.
Cartesian coordinates (Å):
C: -3.60 1.16 3.31  -0.0238
C: -4.89 1.97 3.20  -0.2744
O: -5.31 1.81 1.84  0.1727
C: -4.87 0.59 1.53  -0.5892
O: -5.08 0.08 0.48  0.1675
O: -4.03 0.07 2.45  0.0347
F: -4.52 3.27 3.39  0.0593
H: -3.44 0.78 4.32  0.1294
H: -2.75 1.55 2.74  0.1199
H: -5.56 1.70 4.01  0.1769
C: 4.62 -9.44 -5.44  0.0478
O: 3.84 -8.25 -5.12  0.1256
C: 2.78 -8.24 -4.42  -0.4132
O: 2.12 -9.29 -4.21  0.4159
O: 2.42 -6.94 -4.00  0.0777
C: 1.49 -6.64 -2.93  0.0417
H: 4.91 -9.91 -4.50  0.1199
H: 5.55 -9.08 -5.89  0.1152
H: 4.33 -10.15 -6.20  0.1199
H: 0.53 -6.77 -3.43  0.1147
H: 1.59 -5.67 -2.44  0.1049
H: 1.58 -7.49 -2.24  0.1080
C: 3.85 0.95 -1.69  -0.0354
O: 4.91 1.79 -1.25  0.0007
C: 4.81 2.79 -0.38  -0.5765
O: 3.74 3.19 0.00  0.1125
O: 6.05 3.30 -0.14  0.0020
C: 6.18 4.43 0.71  -0.0494
H: 2.87 1.41 -1.64  0.0809
H: 3.97 -0.02 -1.20  0.0958
H: 3.90 0.63 -2.73  0.0922
H: 7.24 4.56 0.90  0.0985
H: 5.65 4.40 1.66  0.0922
H: 5.69 5.30 0.28  0.0967
C: -2.21 -2.84 4.64  -0.0863
O: -2.21 -1.48 4.92  -0.0384
C: -1.37 -1.10 5.94  -0.5081
O: -0.72 -1.83 6.72  0.0963
O: -1.39 0.24 5.92  -0.0367
C: -0.84 0.99 6.99  -0.0160
H: -1.33 -3.32 4.21  0.1024
H: -3.10 -2.90 4.02  0.1027
H: -2.47 -3.48 5.48  0.0978
H: -0.59 2.01 6.68  0.0971
H: 0.02 0.39 7.31  0.0924
H: -1.52 1.02 7.84  0.0998
C: 0.25 3.66 -2.34  0.0326
O: -0.44 3.28 -1.14  0.0268
C: -0.32 3.88 -0.06  -0.5899
O: -0.20 5.11 0.04  0.1009
O: -0.78 3.06 1.00  -0.0584
C: -0.89 3.59 2.37  -0.0219
H: -0.11 3.04 -3.16  0.0865
H: 1.33 3.68 -2.23  0.1034
H: -0.10 4.68 -2.57  0.0995
H: -0.86 4.67 2.24  0.0956
H: -0.18 3.01 2.97  0.0882
H: -1.77 3.38 2.97  0.0579
C: -1.77 4.63 -5.58  0.0194
O: -1.79 3.20 -5.14  -0.0179
C: -2.49 2.79 -4.12  -0.6659
O: -3.17 3.53 -3.48  0.1447
O: -2.14 1.50 -3.85  -0.0198
C: -2.89 0.80 -2.79  -0.0091
H: -2.77 5.00 -5.83  0.0960
H: -1.27 4.68 -6.54  0.0876
H: -1.20 5.24 -4.88  0.0883
H: -2.49 -0.21 -2.74  0.0840
H: -3.97 0.70 -2.84  0.1007
H: -2.58 1.27 -1.85  0.0807
C: -0.72 -0.79 2.02  -0.0049
C: -0.58 -0.88 0.56  -0.3210
C: 0.66 -0.28 0.03  -0.1539
O: 1.02 -1.19 -0.97  0.0415
C: 0.61 -2.50 -0.61  -0.4542
O: 1.07 -3.57 -0.95  0.1286
O: -0.42 -2.29 0.25  0.0752
H: -0.07 -1.45 2.60  0.1059
H: -1.74 -1.10 2.27  0.0800
H: -0.44 0.21 2.34  0.0949
H: -1.33 -0.50 -0.14  0.1592
H: 1.43 -0.07 0.77  0.1453
H: 0.30 0.70 -0.28  0.1290

---

spin multiplicity of number 3 (C22H39BiOSi2)?
1